{
  "formula": "C40H43N6O5PSe2W",
  "method": "ωB97M-V with the def2-TZVPD basis set",
  "energy_ha": -7466.16571,
  "molar_mass_g_mol": 1060.555,
  "s_squared": 2.053,
  "spin_multiplicity": 3,
  "gap_ev": [6.08, 5.95],
  "symbols": ["W", "C", "O", "C", "C", "C", "C", "C", "C", "N", "N", "C", "O", "C", "C", "C", "C", "C", "C", "C", "O", "H", "H", "H", "H", "H", "H", "H", "H", "H", "H", "H", "H", "N", "C", "C", "C", "C", "N", "C", "N", "N", "C", "O", "O", "H", "H", "H", "H", "H", "H", "H", "H", "H", "H", "H", "H", "H", "H", "Se", "P", "Se", "C", "C", "C", "C", "C", "C", "C", "C", "C", "C", "C", "C", "H", "H", "H", "H", "H", "H", "H", "H", "H", "H", "C", "C", "C", "C", "C", "C", "C", "H", "H", "H", "H", "H", "H", "H"],
  "xyz": [[0.0693, -0.4841, -0.0412], [-2.1151, -0.7550, 4.2632], [-3.1369, -0.6934, 3.2625], [-3.1721, 0.4963, 2.6008], [-4.1377, 1.4304, 2.9040], [-4.2113, 2.6546, 2.2320], [-3.2938, 2.9393, 1.2494], [-2.3136, 1.9948, 0.9157], [-1.3405, 2.3047, -0.0894], [-0.3746, 1.5497, -0.4878], [0.3387, 2.1790, -1.5253], [1.0092, 1.3059, -2.2002], [1.0997, 0.0634, -1.8931], [1.5696, 1.7705, -3.5028], [1.9018, 0.8362, -4.4750], [2.3995, 1.2427, -5.7047], [2.5750, 2.5937, -5.9649], [2.2548, 3.5304, -4.9908], [1.7545, 3.1236, -3.7638], [-2.2478, 0.7694, 1.5677], [-1.3325, -0.1276, 1.2590], [-2.2293, 0.0757, 4.9660], [-1.1270, -0.7388, 3.8011], [-2.2532, -1.6998, 4.7832], [-4.8433, 1.1850, 3.6886], [-4.9810, 3.3680, 2.4919], [-3.3193, 3.8839, 0.7203], [-1.4001, 3.2731, -0.5754], [1.7683, -0.2094, -4.2370], [2.6640, 0.5119, -6.4608], [2.9671, 2.9174, -6.9204], [2.3988, 4.5851, -5.1859], [1.5021, 3.8456, -2.9999], [1.4046, -2.1949, -0.8940], [2.8254, -2.0220, -0.5539], [3.8467, -2.6261, -1.5131], [3.5149, -2.3741, -2.9837], [2.7734, -3.5635, -3.6054], [1.8190, -3.1656, -4.6455], [0.5291, -2.9268, -4.3663], [-0.1340, -1.9854, -5.0516], [-0.1322, -3.6188, -3.4460], [3.0565, -0.5372, -0.2606], [4.1078, 0.0203, -0.4752], [2.0341, -0.0140, 0.3557], [1.0922, -3.1346, -0.6789], [1.1984, -1.9811, -1.8653], [2.9418, -2.4840, 0.4316], [3.9377, -3.7030, -1.3330], [4.8042, -2.1791, -1.2501], [4.4134, -2.1558, -3.5626], [2.8928, -1.4797, -3.0475], [2.2156, -4.0824, -2.8287], [3.4642, -4.2976, -4.0184], [2.1976, -2.6340, -5.4148], [0.4065, -1.2225, -5.4307], [-1.0149, -1.6906, -4.6419], [0.3078, -4.3932, -2.9758], [-0.8257, -3.0744, -2.8879], [-1.5790, -1.0390, -1.8193], [-0.7769, -3.1617, 0.9024], [0.6970, -2.1140, 2.1522], [-2.2655, -3.5713, 1.8622], [-2.2287, -4.2387, 3.0847], [-3.4029, -4.5191, 3.7621], [-4.6258, -4.1302, 3.2218], [-4.6681, -3.4655, 2.0072], [-3.4896, -3.1847, 1.3267], [-0.0689, -4.8107, 0.5031], [1.1922, -5.2420, 0.9063], [1.7170, -6.4428, 0.4368], [0.9912, -7.2292, -0.4436], [-0.2752, -6.8145, -0.8495], [-0.7940, -5.6172, -0.3851], [-1.2734, -4.5251, 3.5122], [-3.3691, -5.0378, 4.7122], [-5.5426, -4.3453, 3.7566], [-5.6181, -3.1521, 1.5928], [-3.5060, -2.6459, 0.3845], [1.7682, -4.6221, 1.5844], [2.6973, -6.7636, 0.7681], [1.4001, -8.1638, -0.8063], [-0.8572, -7.4298, -1.5249], [-1.7830, -5.3001, -0.7034], [1.0373, 1.6409, 2.7372], [2.1581, 1.0706, 3.3638], [2.0259, 0.3452, 4.5704], [3.1199, -0.2517, 5.1625], [4.3770, -0.1547, 4.5695], [4.5278, 0.5444, 3.3723], [3.4419, 1.1485, 2.7745], [1.1520, 2.2361, 1.8424], [0.0545, 1.5458, 3.1802], [1.0445, 0.2579, 5.0226], [2.9987, -0.8021, 6.0872], [5.2333, -0.6272, 5.0338], [5.4995, 0.6058, 2.8984], [3.5520, 1.6560, 1.8249]]
}

---

{
  "formula": "C30H85N11O9",
  "method": "ωB97M-V with the def2-TZVPD basis set",
  "energy_ha": -2473.23718,
  "molar_mass_g_mol": 744.078,
  "smiles": "COC[C@H](C)N.COC[C@H](C)N.COC[C@H](C)N.COC[C@H](C)N.COC[C@H](C)N.COC[C@H](C)N.COC[C@H](C)N.NC(N)=O.NC(N)=O",
  "gap_ev": 9.10,
  "symbols": ["C", "O", "C", "C", "C", "N", "H", "H", "H", "H", "H", "H", "H", "H", "H", "H", "H", "C", "O", "C", "C", "C", "N", "H", "H", "H", "H", "H", "H", "H", "H", "H", "H", "H", "C", "O", "C", "C", "C", "N", "H", "H", "H", "H", "H", "H", "H", "H", "H", "H", "H", "C", "O", "C", "C", "C", "N", "H", "H", "H", "H", "H", "H", "H", "H", "H", "H", "H", "C", "O", "C", "C", "C", "N", "H", "H", "H", "H", "H", "H", "H", "H", "H", "H", "H", "C", "O", "C", "C", "C", "N", "H", "H", "H", "H", "H", "H", "H", "H", "H", "H", "H", "C", "O", "C", "C", "C", "N", "H", "H", "H", "H", "H", "H", "H", "H", "H", "H", "H", "N", "C", "N", "O", "H", "H", "H", "H", "N", "C", "N", "O", "H", "H", "H", "H"],
  "xyz": [[-3.1945, 4.2109, 1.8743], [-3.0614, 4.5166, 0.4068], [-1.7951, 4.9912, 0.1208], [-1.5742, 5.2319, -1.3536], [-0.0922, 5.7277, -1.6113], [-2.4282, 6.3398, -1.7014], [-3.7836, 3.2941, 1.8976], [-3.6203, 5.0427, 2.4355], [-2.2756, 3.9375, 2.3930], [-1.8041, 5.9439, 0.6504], [-0.9687, 4.3598, 0.4472], [-1.8056, 4.3952, -2.0129], [0.1371, 6.6925, -1.1588], [0.1355, 5.8138, -2.6738], [0.6970, 5.0515, -1.2825], [-3.3246, 6.1474, -1.2776], [-2.6271, 6.2966, -2.6906], [-4.4575, -0.8634, -0.5667], [-5.2494, -1.8914, -0.9931], [-6.4714, -2.0983, -0.2657], [-6.5841, -3.6271, -0.1192], [-6.9974, -4.3056, -1.3402], [-7.5538, -3.9671, 0.9062], [-4.1582, -1.0962, 0.4552], [-4.9147, 0.1214, -0.4700], [-3.5471, -0.7627, -1.1576], [-6.4327, -1.6740, 0.7376], [-7.4278, -1.6953, -0.5988], [-5.5719, -3.9705, 0.0943], [-6.6932, -5.3455, -1.2212], [-6.2992, -3.9222, -2.0843], [-7.9855, -3.8934, -1.5450], [-8.2556, -4.4979, 0.4103], [-8.0382, -3.1004, 1.0914], [2.4396, -2.4412, -4.0906], [0.9839, -2.3658, -3.8291], [0.5734, -1.0035, -3.9727], [-0.9273, -0.8394, -3.7720], [-1.3648, 0.6461, -3.9099], [-1.2475, -1.3505, -2.4567], [2.7441, -3.4326, -3.7553], [2.9666, -1.8623, -3.3321], [2.8835, -2.2546, -5.0685], [1.1092, -0.4779, -3.1823], [0.9256, -0.6613, -4.9458], [-1.6424, -1.3777, -4.3941], [-1.2608, 0.9841, -4.9409], [-1.0053, 1.4202, -3.2319], [-2.4313, 0.6951, -3.6903], [-2.2404, -1.2758, -2.2872], [-1.0972, -2.3378, -2.6079], [2.2728, 1.9828, -2.3264], [3.6069, 1.9950, -2.7301], [4.4749, 1.4250, -1.7359], [4.4660, 2.2557, -0.4422], [5.1831, 3.5698, -0.5759], [5.2029, 1.5416, 0.5765], [2.0831, 2.7779, -1.6054], [2.1548, 0.9966, -1.8774], [1.4755, 2.2010, -3.0368], [4.0655, 0.4546, -1.4553], [5.4045, 1.2035, -2.2601], [3.4683, 2.4610, -0.0541], [4.8426, 4.1805, 0.2602], [4.9684, 4.1983, -1.4403], [6.2627, 3.4213, -0.5964], [4.6718, 0.7657, 0.9454], [5.3943, 2.1707, 1.3432], [2.0846, 4.1948, 2.6335], [1.9910, 5.5614, 3.0325], [0.9459, 6.2670, 2.3240], [0.6292, 7.6703, 3.0056], [0.6555, 7.7359, 4.5267], [-0.4970, 8.3478, 2.4305], [2.4063, 4.1558, 1.5928], [1.2326, 3.5665, 2.8932], [2.8634, 3.7755, 3.2705], [1.3323, 6.4495, 1.3213], [0.0275, 5.6800, 2.3378], [1.4579, 8.2545, 2.6052], [0.4680, 6.8069, 5.0652], [-0.0194, 8.5172, 4.8760], [1.6750, 8.0826, 4.6955], [-0.8490, 9.0785, 3.0325], [-0.3083, 8.8264, 1.5613], [2.7542, -3.7792, 0.0361], [2.5564, -4.9708, 0.8087], [2.7487, -6.1549, 0.0574], [2.2915, -7.4583, 0.7254], [2.4460, -7.7509, 2.2453], [2.6233, -8.6030, -0.1036], [2.5002, -3.6320, -1.0136], [3.7602, -3.3740, 0.1450], [2.1721, -2.9835, 0.5012], [2.2284, -6.2068, -0.8991], [3.7936, -6.2186, -0.2463], [1.2342, -7.2289, 0.5924], [1.6079, -8.4307, 2.3984], [2.6186, -6.8385, 2.8160], [3.3268, -8.3451, 2.4887], [2.3023, -8.5761, -1.0608], [2.1397, -9.3964, 0.2923], [-0.4582, -5.0279, -2.1564], [-1.3079, -4.8971, -0.9675], [-0.6233, -4.9357, 0.2307], [-1.3038, -4.0719, 1.3743], [-1.4999, -2.6590, 0.9142], [-0.3975, -3.8541, 2.4978], [-0.9006, -4.7838, -3.1223], [-0.2534, -6.0957, -2.2334], [0.4858, -4.4837, -2.1289], [-0.5654, -5.9037, 0.7286], [0.3965, -4.5842, 0.0741], [-2.2319, -4.6148, 1.5536], [-2.1288, -2.5089, 0.0367], [-0.5133, -2.3379, 0.5801], [-1.8564, -2.1225, 1.7935], [0.4477, -3.3601, 2.2493], [-0.5813, -3.2239, 3.2653], [-1.1447, 1.2685, -0.3663], [-0.2273, 1.0206, 0.5140], [0.4453, -0.0484, 0.1638], [-0.0745, 1.6843, 1.4969], [-1.0657, 0.6704, -1.1763], [-1.7233, 2.0949, -0.3171], [1.2959, -0.1897, 0.6897], [0.2559, -0.5142, -0.7122], [2.1648, 0.7718, 3.3878], [2.9258, -0.1142, 2.8105], [3.5620, -0.8298, 3.6852], [3.0358, -0.2023, 1.6042], [1.9596, 0.6090, 4.3632], [1.6688, 1.4925, 2.8831], [4.2106, -1.4973, 3.2931], [3.4198, -0.8438, 4.6851]]
}